1.
DFT (ωB97M-V/def2-TZVPD) results for C18H38Be2ClN2O6 as an isolated structure at a distorted geometry.

The geometry in XYZ format:
```
67
Properties=species:S:1:pos:R:3:forces:R:3:nbo_charge:R:1
Be -12.785 22.857 -20.518 -0.091 -0.314 -0.315 0.74
Be -7.388 21.739 -26.300 -0.115 -0.064 0.029 0.67
Cl -12.184 20.775 -24.539 1.656 3.684 -0.111 2.59
O -12.766 19.749 -25.204 -3.429 -3.865 -2.211 -0.81
O -11.828 20.403 -23.233 1.840 -1.304 3.169 -0.79
O -11.034 21.123 -25.356 -0.041 1.311 0.920 -0.86
O -13.088 21.875 -24.219 -0.043 0.534 -1.540 -0.81
C -15.938 18.649 -20.584 -0.137 0.703 -0.790 -0.62
C -17.074 19.295 -19.789 1.084 -1.543 0.401 0.11
C -17.215 18.567 -18.433 1.013 -0.852 1.180 -0.45
C -18.047 19.242 -17.401 -0.253 1.328 -0.019 -0.41
C -17.493 20.677 -17.276 0.006 -0.171 0.152 -0.40
C -17.520 21.467 -18.584 1.539 2.093 0.604 0.07
N -16.729 20.775 -19.572 -1.840 -1.226 -0.448 0.17
O -16.288 21.545 -20.632 -0.128 -1.458 1.468 -0.49
C -18.943 21.797 -19.034 -2.383 -0.501 -0.100 -0.62
C -16.989 22.901 -18.358 1.674 1.768 0.562 -0.64
C -18.408 18.963 -20.579 -0.041 1.938 -0.443 -0.60
H -15.979 19.116 -21.568 0.380 -0.152 -0.228 0.22
H -16.131 17.588 -20.741 0.053 0.085 0.305 0.25
H -14.946 18.814 -20.164 -0.144 -0.103 0.157 0.23
H -17.508 17.517 -18.457 -0.743 0.030 -1.317 0.27
H -16.289 18.324 -17.912 0.989 0.866 -0.519 0.24
H -17.968 18.719 -16.447 -0.124 0.052 -0.051 0.26
H -19.082 19.197 -17.740 -0.273 0.332 0.421 0.21
H -16.438 20.635 -17.004 0.095 -0.220 0.187 0.22
H -17.943 21.323 -16.522 -0.367 -0.255 0.013 0.25
H -19.591 21.160 -18.430 -0.200 -0.179 -0.189 0.25
H -19.253 22.808 -18.773 0.442 -0.037 -0.036 0.26
H -19.268 21.661 -20.065 0.558 -0.205 -0.187 0.23
H -16.011 23.135 -17.937 0.620 -1.488 0.524 0.23
H -16.823 23.552 -19.216 -1.084 -0.394 -0.655 0.24
H -17.580 23.480 -17.649 -0.612 -0.447 -0.224 0.25
H -19.296 19.162 -19.980 0.126 -0.539 0.146 0.24
H -18.367 17.982 -21.052 0.129 -0.120 0.676 0.27
H -18.522 19.641 -21.425 0.169 0.214 -0.237 0.21
H -17.108 21.579 -21.131 -0.356 0.525 -1.278 0.50
C -15.754 20.182 -31.791 0.960 -0.668 -0.567 -0.62
C -15.113 21.586 -32.159 -1.169 -0.797 2.208 0.10
C -16.165 22.706 -32.274 -0.833 -1.049 -0.695 -0.43
C -15.647 24.087 -32.251 -0.036 1.096 1.103 -0.42
C -14.908 24.389 -30.984 -0.498 -1.882 0.067 -0.42
C -13.817 23.305 -30.624 -0.019 1.375 1.422 0.13
N -14.258 21.875 -31.010 3.491 0.697 -0.256 0.22
O -13.286 20.841 -30.611 -3.262 2.501 -1.955 -0.41
C -12.471 23.684 -31.341 0.026 -1.239 -1.169 -0.58
C -13.547 23.379 -29.058 -0.100 -1.264 -1.184 -0.63
C -14.414 21.585 -33.487 2.879 -0.646 -0.648 -0.59
H -16.394 20.095 -30.913 -0.651 1.007 -0.377 0.25
H -16.170 19.789 -32.718 -0.524 0.086 0.271 0.26
H -15.021 19.438 -31.480 0.615 0.239 -0.572 0.25
H -16.676 22.742 -33.236 0.138 -1.304 -0.291 0.27
H -16.929 22.334 -31.591 -0.265 1.143 0.556 0.25
H -15.076 24.391 -33.129 -0.314 -0.227 -0.242 0.23
H -16.522 24.722 -32.113 -0.111 0.275 -0.897 0.26
H -15.729 24.231 -30.285 0.414 0.558 0.848 0.22
H -14.614 25.436 -31.058 0.734 -0.307 0.793 0.27
H -12.497 23.361 -32.382 -0.074 0.056 -0.085 0.23
H -11.632 23.139 -30.907 -0.047 0.297 0.234 0.24
H -12.345 24.766 -31.384 -0.096 -0.086 0.556 0.27
H -14.426 22.887 -28.642 0.103 0.411 0.719 0.23
H -13.345 24.375 -28.663 -0.617 0.150 -0.467 0.27
H -12.640 22.837 -28.788 -0.040 -0.340 -0.044 0.22
H -14.005 22.555 -33.769 -0.869 0.287 -0.105 0.24
H -13.469 21.063 -33.333 -0.077 -0.780 -0.381 0.23
H -15.009 21.110 -34.267 -0.047 0.176 0.227 0.28
H -13.275 20.915 -29.654 0.320 0.210 0.913 0.51
```
Positions in Å, forces in eV/Å.

Summary:
- Net charge: +3
- HOMO: -14.95 eV
- Molar mass: 431.99 g mol⁻¹
- E_LUMO: -13.22 eV
- Relative energy (zero: lowest compared OMol25 entry of this formula, charge and spin): 5.685 eV

2.
DFT (ωB97M-V/def2-TZVPD) results for C18H38BeF5N3O6S2 as an isolated structure at a distorted geometry.

The geometry in XYZ format:
```
73
Properties=species:S:1:pos:R:3:forces:R:3:mulliken_charge:R:1
Be 2.780 20.495 -15.357 -0.729 -1.129 0.111 0.79
F 1.163 17.007 -14.284 0.218 0.391 -0.140 -0.52
F -0.979 21.099 -13.924 0.406 0.099 -0.353 -0.61
F 3.604 17.892 -17.943 -0.030 0.631 0.353 -0.66
N 3.825 21.629 -11.619 -1.370 -3.750 3.111 -0.25
S 3.745 22.829 -10.671 2.468 6.492 -0.735 1.09
O 5.076 23.164 -10.126 -2.620 -0.184 0.099 -0.61
O 2.511 23.118 -9.967 1.383 -0.706 0.162 -0.57
F 3.653 23.878 -11.895 -0.072 0.565 -0.043 -0.33
S 3.513 20.562 -10.251 0.956 -5.227 -1.750 1.06
O 2.162 20.097 -10.114 0.794 1.027 -0.283 -0.53
O 4.343 20.598 -9.071 -0.732 1.297 -0.560 -0.55
F 4.274 19.310 -10.992 -0.677 0.557 -0.044 -0.31
C 0.004 27.310 -17.652 -1.670 -0.548 0.565 -1.77
C -1.219 26.551 -18.259 0.201 -0.409 -0.274 1.46
C -1.634 27.443 -19.516 1.092 -1.657 -0.386 -1.21
C -2.619 26.798 -20.421 -1.340 -1.173 -0.104 -0.77
C -2.191 25.359 -20.835 0.141 1.656 -0.474 -1.25
C -1.614 24.506 -19.726 -0.880 -2.621 0.703 1.76
N -0.745 25.180 -18.765 0.747 1.586 -0.177 -0.07
O -0.219 24.290 -17.700 -1.267 1.788 -1.861 -0.34
C -2.888 23.852 -19.076 0.211 -0.505 -0.946 -1.76
C -0.795 23.381 -20.404 0.792 0.279 -0.175 -1.96
C -2.365 26.382 -17.167 1.279 0.727 -1.025 -1.60
H -0.318 28.349 -17.719 0.664 0.272 -0.097 0.39
H 0.946 27.072 -18.146 -0.225 0.165 0.007 0.38
H 0.027 27.105 -16.582 0.530 -0.230 0.002 0.41
H -1.869 28.498 -19.379 -0.110 -0.158 0.878 0.43
H -0.825 27.450 -20.247 1.202 0.251 0.728 0.40
H -2.668 27.410 -21.321 -0.470 -0.019 -0.078 0.41
H -3.591 26.766 -19.929 -0.378 -0.007 -0.232 0.34
H -1.530 25.449 -21.697 0.637 0.108 0.204 0.44
H -3.023 24.806 -21.269 -0.184 0.130 0.214 0.36
H -3.428 23.341 -19.873 -0.042 0.116 -0.350 0.50
H -2.683 22.986 -18.447 0.146 0.596 0.859 0.43
H -3.588 24.610 -18.724 0.173 -0.350 0.549 0.31
H -1.313 22.798 -21.166 -0.577 0.044 0.253 0.36
H 0.017 23.846 -20.963 0.175 0.241 0.060 0.45
H -0.298 22.693 -19.721 -0.361 0.074 0.245 0.38
H -2.074 25.551 -16.525 -0.237 0.147 0.187 0.38
H -3.362 26.212 -17.573 0.184 0.068 0.002 0.32
H -2.354 27.303 -16.584 -0.244 -0.078 0.208 0.46
H -1.000 24.165 -17.155 -0.144 -0.537 0.556 0.34
C 6.058 24.818 -19.924 -0.652 1.539 0.416 -1.97
C 6.956 23.621 -19.760 -0.370 -2.253 -0.965 1.99
C 8.199 23.759 -20.678 -0.409 -0.299 -0.723 -1.42
C 9.424 22.819 -20.491 -1.455 2.574 1.767 -0.78
C 9.610 22.761 -18.939 1.355 -3.765 -1.238 -1.26
C 8.459 22.564 -17.925 -0.381 2.669 0.480 1.63
N 7.362 23.465 -18.335 1.041 0.808 -1.356 0.11
O 6.276 23.309 -17.493 -1.003 -0.272 0.304 -0.44
C 7.983 21.103 -17.759 0.768 1.063 0.539 -1.60
C 9.040 23.182 -16.573 -0.094 -0.109 0.228 -1.88
C 6.182 22.440 -20.427 -0.402 -1.218 0.689 -2.03
H 6.225 25.531 -19.116 0.454 0.381 -0.178 0.43
H 4.972 24.725 -19.902 -0.061 -1.096 0.339 0.42
H 6.158 25.310 -20.891 0.662 0.079 -0.045 0.40
H 7.876 23.456 -21.674 -0.540 0.769 -0.238 0.35
H 8.422 24.826 -20.693 0.719 -0.054 -0.005 0.49
H 10.208 23.423 -20.949 0.460 -0.440 0.136 0.34
H 9.346 21.885 -21.048 -0.232 -0.081 0.441 0.38
H 10.560 23.225 -18.674 -0.702 0.826 0.566 0.47
H 9.867 21.710 -18.805 1.313 -0.265 -0.261 0.38
H 7.520 20.726 -18.670 -0.090 -0.085 0.255 0.30
H 8.859 20.517 -17.480 -0.048 -0.281 -0.121 0.49
H 7.334 21.117 -16.883 -0.377 -0.365 -0.394 0.41
H 8.637 22.850 -15.616 -0.407 -0.681 -0.270 0.38
H 10.120 23.075 -16.468 0.100 -0.460 -0.294 0.38
H 8.901 24.260 -16.483 -0.240 0.136 -0.744 0.42
H 5.408 21.967 -19.822 0.108 0.176 0.582 0.42
H 6.846 21.625 -20.715 0.206 -0.061 0.042 0.40
H 5.615 22.676 -21.327 0.358 0.699 -0.172 0.44
H 6.124 24.197 -17.160 -0.121 0.050 0.252 0.34
```
Positions in Å, forces in eV/Å.

Summary:
- Net charge: -2
- HOMO: -4.03 eV
- Molar mass: 560.65 g mol⁻¹
- E_LUMO: -0.75 eV
- Relative energy (zero: lowest compared OMol25 entry of this formula, charge and spin): 11.292 eV

3.
DFT (ωB97M-V/def2-TZVPD) results for C18H38CaOP2 as an isolated structure at a distorted geometry.

The geometry in XYZ format:
```
60
Properties=species:S:1:pos:R:3:forces:R:3:nbo_charge:R:1
P 1.927 1.609 -0.519 -0.393 -1.705 0.190 1.61
P -1.648 0.278 1.624 0.152 0.230 0.469 0.78
C 0.611 0.351 -0.496 -0.758 1.024 0.382 -1.00
C -0.834 0.711 -0.009 -0.683 0.457 -0.734 -0.75
H 0.963 -0.716 -0.307 0.137 0.294 -0.590 0.18
H 0.424 0.311 -1.572 0.269 -0.322 0.170 0.34
H -0.986 1.799 -0.111 0.120 -0.195 0.301 0.22
H -1.505 0.296 -0.778 0.394 0.072 0.117 0.24
C -1.412 -1.583 1.667 -0.609 -0.374 0.029 -1.06
H -1.279 -1.903 2.710 0.122 -0.027 -0.187 0.25
H -0.641 -2.034 1.009 -0.286 0.221 0.286 0.22
H -2.325 -2.055 1.299 0.030 -0.014 0.126 0.26
C -3.443 0.264 1.230 -0.670 -0.059 -0.350 -0.94
H -3.792 -0.740 0.905 0.071 0.781 -0.002 0.22
H -3.666 1.025 0.459 -0.057 -0.349 0.337 0.24
H -3.993 0.534 2.159 0.366 -0.121 -0.633 0.25
C 3.248 0.926 -1.531 0.290 0.320 -0.403 -1.01
H 4.151 1.533 -1.348 -0.193 -0.376 -0.005 0.26
H 2.992 1.040 -2.600 -0.022 -0.174 0.415 0.26
H 3.422 -0.136 -1.294 -0.013 0.419 0.123 0.29
C 1.276 3.017 -1.384 -0.140 0.571 -0.316 -0.99
H 0.263 3.257 -1.040 0.324 0.098 -0.004 0.26
H 1.241 2.803 -2.461 -0.044 -0.080 0.293 0.26
H 1.952 3.862 -1.239 -0.155 0.127 0.047 0.26
Ca 0.989 -0.834 1.834 1.629 -0.088 1.650 0.71
C -1.929 -1.792 -1.745 -0.664 -0.282 0.575 -0.26
C -1.162 -2.796 -1.284 -0.417 -0.186 -0.815 -0.19
C -0.438 -3.687 -2.248 0.603 -0.491 -0.429 -0.45
C 0.554 -3.002 -3.249 0.258 -0.126 0.091 -0.45
C 0.950 -1.590 -2.898 0.182 0.620 -0.827 -0.18
C 0.249 -0.504 -3.300 0.775 -0.399 -0.206 -0.28
C -1.085 -0.600 -3.942 -0.660 -0.052 -0.379 -0.44
C -2.151 -1.479 -3.212 -0.447 0.041 -0.193 -0.45
C 2.575 2.035 1.078 0.177 1.012 0.320 -1.03
H -2.635 -1.298 -1.056 0.465 -0.235 -0.241 0.19
H -1.212 -3.183 -0.270 -0.040 0.359 -0.329 0.21
H -1.179 -4.209 -2.872 -0.045 -0.034 0.184 0.20
H 0.106 -4.472 -1.707 -0.153 0.312 -0.039 0.22
H 1.507 -3.600 -3.237 -0.959 0.429 -0.336 0.23
H 0.107 -2.990 -4.281 0.500 -0.179 0.849 0.20
H 1.930 -1.484 -2.433 -0.213 0.084 -0.043 0.20
H 0.665 0.527 -3.326 0.048 -0.777 0.246 0.18
H -0.947 -1.015 -4.953 -0.186 0.157 0.006 0.21
H -1.495 0.411 -4.074 0.100 -0.243 -0.008 0.20
H -3.125 -0.926 -3.271 0.726 -0.681 -0.151 0.22
H -2.254 -2.442 -3.774 -0.071 0.708 0.432 0.21
H 1.768 2.317 1.767 0.130 -0.238 -0.080 0.30
H 3.268 2.885 0.984 -0.144 -0.098 -0.111 0.26
H 3.148 1.209 1.505 -0.184 -0.224 -0.054 0.29
C -0.814 1.421 4.927 -0.418 0.237 0.061 -0.63
C 0.539 1.623 4.273 0.327 -0.720 -1.070 0.11
C 1.623 1.850 5.326 0.102 0.416 -0.033 -0.62
O 0.815 0.615 3.322 0.386 0.090 0.641 -1.15
H -0.857 0.460 5.460 0.047 0.245 -0.077 0.20
H -1.610 1.447 4.166 0.312 -0.090 0.365 0.21
H -0.982 2.251 5.632 -0.140 -0.354 -0.056 0.19
H 0.493 2.557 3.701 -0.190 0.475 0.042 0.12
H 1.860 0.963 5.923 -0.157 0.070 -0.156 0.21
H 2.552 2.238 4.878 -0.248 -0.292 0.063 0.20
H 1.231 2.646 5.982 0.318 -0.284 0.045 0.20
```
Positions in Å, forces in eV/Å.

Summary:
- Net charge: 0
- HOMO (alpha / beta): -3.07 / -3.15 eV
- Molar mass: 372.53 g mol⁻¹
- E_LUMO (alpha / beta): 0.03 / 0.05 eV
- Relative energy (zero: lowest compared OMol25 entry of this formula, charge and spin): 0.328 eV